# 1
Entry from OMol25: a 10-piece molecular cluster, C54H52F8O2 overall in a non-equilibrium geometry (ωB97M-V/def2-TZVPD).

Positions of all 116 atoms, in Å:
F 16.991 -35.880 0.631
F 22.785 -33.760 -2.020
F 21.745 -35.003 6.982
F 17.420 -27.259 -1.114
F 13.196 -30.302 4.274
F 15.059 -32.620 -6.126
F 16.688 -32.827 3.641
F 13.840 -28.524 -2.900
O 14.580 -31.120 0.372
O 18.542 -34.792 -4.913
C 13.306 -27.930 4.498
C 13.501 -33.288 5.281
C 17.683 -36.506 1.624
C 20.471 -34.832 3.636
C 17.481 -29.700 -4.533
C 20.052 -33.656 6.116
C 19.413 -33.159 5.013
C 15.189 -34.407 6.490
C 15.572 -31.174 -4.318
C 11.227 -29.919 -0.791
C 12.981 -27.750 1.761
C 16.492 -28.520 0.632
C 16.156 -34.011 5.569
C 15.136 -32.193 0.426
C 18.735 -37.319 1.309
C 17.305 -36.280 2.948
C 17.000 -31.286 -6.253
C 13.138 -26.690 3.886
C 13.870 -34.007 6.360
C 17.605 -28.066 -0.052
C 16.508 -32.355 -0.173
C 14.330 -33.385 0.854
C 17.902 -35.454 -4.161
C 21.683 -32.991 -2.060
C 10.242 -28.964 -0.922
C 12.944 -26.589 2.537
C 13.235 -29.056 3.686
C 19.593 -33.781 3.780
C 15.850 -31.658 -5.572
C 20.958 -34.676 5.951
C 17.965 -29.713 2.059
C 19.082 -29.240 1.360
C 18.284 -36.855 -3.878
C 12.463 -29.729 -1.412
C 20.787 -33.153 -3.072
C 14.405 -32.981 4.267
C 20.281 -31.376 -1.009
C 16.378 -30.147 -3.816
C 13.180 -28.991 2.337
C 19.371 -38.002 2.348
C 15.750 -33.319 4.459
C 10.419 -27.898 -1.757
C 18.974 -37.845 3.682
C 21.462 -32.085 -1.036
C 21.132 -35.319 4.737
C 17.924 -36.989 3.973
C 16.683 -29.379 1.675
C 16.708 -34.899 -3.443
C 12.638 -28.688 -2.276
C 19.737 -32.258 -3.163
C 18.882 -28.295 0.373
C 11.652 -27.712 -2.408
C 17.801 -30.282 -5.743
C 19.486 -31.351 -2.132
H 13.931 -33.867 -0.038
H 12.736 -25.648 2.052
H 18.737 -30.052 -6.234
H 15.788 -35.446 -3.645
H 9.586 -27.247 -1.986
H 19.950 -33.237 7.112
H 16.770 -31.373 -0.574
H 21.863 -36.122 4.703
H 9.262 -29.175 -0.505
H 14.671 -31.406 -3.760
H 14.143 -32.448 3.368
H 13.139 -34.253 7.115
H 13.541 -33.024 1.508
H 18.977 -37.599 0.289
H 13.375 -28.048 5.570
H 17.238 -32.567 0.616
H 19.582 -38.294 4.459
H 17.219 -31.730 -7.216
H 19.343 -37.034 -4.032
H 16.601 -33.844 -3.690
H 20.071 -29.516 1.694
H 15.488 -35.072 7.292
H 18.749 -32.312 5.113
H 20.974 -33.856 -3.875
H 16.492 -33.026 -1.028
H 16.577 -35.508 3.175
H 16.260 -29.852 -2.778
H 12.746 -27.640 0.706
H 16.914 -34.965 -2.368
H 17.692 -37.556 -4.476
H 22.112 -32.111 -0.174
H 17.594 -36.768 4.982
H 15.849 -29.871 2.151
H 19.205 -32.190 -4.106
H 20.699 -35.221 2.658
H 18.973 -33.475 2.945
H 12.950 -29.904 1.802
H 17.195 -34.266 5.735
H 12.506 -32.857 5.256
H 20.241 -38.597 2.091
H 11.086 -30.821 -0.213
H 19.764 -27.945 -0.156
H 11.788 -26.869 -3.079
H 14.875 -34.140 1.427
H 18.060 -28.851 -4.185
H 13.012 -25.784 4.475
H 18.046 -37.148 -2.845
H 18.597 -30.736 -2.174
H 13.249 -30.469 -1.345
H 20.058 -30.736 -0.166
H 15.509 -28.219 0.295
H 18.100 -30.412 2.882

Calculated values
energy above the lowest of the compared OMol25 structures with the same formula, charge and spin = 0.00 kJ/mol
orbital gap = 9.531 eV
total charge = 0
E_LUMO = 0.533 eV
maximum force = 0.04177 Eh/bohr
multiplicity = 1
HOMO energy = -9.00 eV
SMILES = Fc1ccccc1.Fc1ccccc1.Fc1ccccc1.Fc1ccccc1.Fc1ccccc1.Fc1ccccc1.Fc1ccccc1.Fc1ccccc1.CC(C)=O.CC(C)=O

# 2
Entry from OMol25: C54H52N10O4Y as an isolated structure (ωB97M-V/def2-TZVPD).

Positions of all 121 atoms, in Å:
Y 0.571 -1.244 -0.456
O 3.741 -3.251 0.710
O -1.324 -8.447 0.487
O 1.588 -2.686 0.962
O -3.237 -7.512 1.264
N 2.326 -0.149 2.218
N -0.527 3.590 -0.874
N 1.583 -3.248 -1.874
N -0.719 -3.574 -0.456
N 6.886 2.424 -3.485
N -0.767 -1.155 1.800
N -2.347 -1.105 3.693
N -0.988 1.860 -2.259
N -2.357 -1.438 -0.414
N 0.017 1.408 -0.154
C 3.849 -0.223 -0.820
C -4.882 -1.463 0.696
C 2.695 -3.069 -2.582
C 3.670 -4.040 -2.725
C -2.826 -2.557 0.132
C -3.727 0.734 4.542
C 3.485 -5.247 -2.077
C -3.638 -0.430 3.565
C -1.735 0.820 -4.255
C -0.536 5.883 -1.601
C -2.017 -0.399 6.009
C -0.445 2.204 -1.073
C 0.651 4.241 -2.928
C -0.812 -1.645 -3.411
C 1.654 2.827 1.107
C 3.359 -0.953 2.874
C 1.371 -4.441 -1.302
C -1.602 -6.112 0.305
C -4.397 -0.311 0.092
C 0.615 6.541 -3.629
C 2.534 0.513 -2.648
C -1.944 -3.755 0.057
C 2.522 3.105 -0.083
C 3.624 1.176 -3.193
C -2.251 2.161 -4.719
C 2.581 -0.196 -1.429
C 1.230 3.232 3.471
C -1.914 -0.296 -5.056
C 0.468 2.071 1.032
C 4.848 1.153 -2.523
C 5.979 1.859 -3.057
C -0.147 6.855 -2.514
C 1.014 5.228 -3.830
C -0.583 -0.559 -2.543
C 0.038 2.533 3.379
C 2.013 3.377 2.337
C 4.959 0.432 -1.335
C -4.095 -2.599 0.717
C -0.335 1.967 2.169
C -1.358 6.232 -0.392
C -0.136 4.559 -1.822
C 2.317 -5.456 -1.368
C 3.018 -2.443 2.832
C -2.101 -7.513 0.751
C 2.791 -2.857 1.380
C -3.122 -0.353 -0.447
C -1.967 -1.564 5.029
C -1.077 0.649 -3.021
C -1.481 -1.121 2.706
C -1.457 -1.536 -4.632
C -0.362 -5.928 -0.276
C 0.055 -4.650 -0.634
C -3.386 0.280 5.961
C -2.408 -4.997 0.457
H -2.698 2.068 -5.708
H -3.759 -0.112 2.530
H 2.938 3.940 2.393
H 3.528 -0.650 3.917
H -3.391 -5.162 0.874
H 1.601 0.546 -3.204
H -4.989 0.592 0.034
H 5.916 0.386 -0.828
H -0.456 7.880 -2.344
H 2.154 -6.390 -0.853
H 1.428 -0.314 2.655
H -4.732 1.159 4.504
H 0.238 -6.810 -0.441
H -2.669 -2.347 5.332
H -2.686 0.515 -0.928
H -3.411 1.130 6.645
H -1.266 1.423 2.076
H -1.458 2.913 -4.792
H 2.533 0.837 2.317
H -1.803 -0.764 7.016
H -1.603 -2.410 -5.256
H -0.797 6.082 0.536
H -5.872 -1.482 1.137
H 3.573 3.116 0.204
H 3.539 1.716 -4.130
H 4.240 -6.021 -2.120
H -0.424 3.872 0.088
H 2.112 -2.637 3.413
H -1.386 2.658 -2.723
H -4.149 -0.427 6.307
H 3.989 -0.794 0.091
H -4.463 -3.506 1.173
H -1.663 7.277 -0.424
H -2.252 5.608 -0.331
H -4.423 -1.164 3.777
H 3.846 -3.013 3.251
H 4.559 -3.830 -3.302
H -3.025 2.561 -4.054
H 1.544 3.669 4.410
H 2.392 2.359 -0.858
H 2.813 -2.097 -3.041
H -3.032 1.514 4.226
H -0.598 2.427 4.249
H -2.415 -0.188 -6.011
H 0.901 7.315 -4.329
H -1.235 0.320 5.747
H -0.975 -2.010 4.970
H 0.997 3.225 -3.070
H -0.470 -2.631 -3.114
H 1.629 4.966 -4.682
H 4.299 -0.794 2.339
H 2.284 4.085 -0.506

Calculated values
energy above the lowest of the compared OMol25 structures with the same formula, charge and spin = 103.48 kJ/mol
orbital gap = 7.209 eV
total charge = -1
E_LUMO = 1.647 eV
maximum force = 0.01402 Eh/bohr
multiplicity = 1
HOMO energy = -5.56 eV

# 3
Entry from OMol25: C54H53BeN5O2Se2 as an isolated structure (ωB97M-V/def2-TZVPD).

Positions of all 117 atoms, in Å:
Se -1.436 2.035 0.298
Se 3.628 0.232 0.876
O 1.090 -0.893 1.530
O 1.122 -0.618 -1.351
N -3.552 0.445 -0.823
N 2.227 1.156 0.237
N -3.861 0.912 1.291
N 4.738 1.601 0.725
N -0.966 -1.595 0.017
C 1.908 -0.247 -3.909
C -6.643 -1.573 -0.422
C -3.017 1.100 0.239
C 2.189 -4.668 0.230
C 3.302 -2.742 -1.410
C -0.405 -2.187 -2.302
C -4.907 0.084 0.909
C -2.682 -2.738 1.223
C 1.189 2.032 4.543
C 0.217 -0.493 5.105
C -6.831 -1.290 0.934
C 2.405 -0.015 -5.186
C -4.716 -0.204 -0.437
C -1.621 -1.844 1.161
C -4.728 2.450 3.056
C 1.080 1.088 3.528
C -4.759 4.038 1.034
C -5.580 -1.036 -1.132
C 4.120 -3.565 -0.654
C 1.070 -1.794 -2.084
C 0.596 -0.184 3.799
C 1.373 -3.846 -0.539
C 0.817 -2.588 3.131
C 3.565 -4.529 0.179
C -3.063 -3.410 0.075
C 1.802 -5.067 3.984
C 0.363 -1.198 2.670
C 3.780 4.886 -0.498
C 2.636 -1.072 -6.053
C 0.320 0.448 6.117
C 2.658 2.368 -0.035
C -3.911 1.264 -3.138
C -5.966 -0.455 1.625
C 4.051 2.620 0.245
C 0.441 -4.873 3.827
C -1.160 -1.097 2.374
C 4.592 3.929 -0.002
C 2.186 -2.798 3.286
C 1.872 -2.599 -4.361
C 1.637 -1.541 -3.486
C 2.389 4.628 -0.781
C -2.328 -3.217 -1.080
C -2.679 3.493 -3.073
C -4.483 3.863 2.524
C -3.985 2.752 -2.808
C 2.365 -2.370 -5.635
C -3.041 0.445 -2.188
C 0.808 1.719 5.838
C 2.676 -4.020 3.707
C 1.914 -2.863 -1.363
C -3.681 1.414 2.651
C -1.264 -2.320 -1.069
C 1.831 3.417 -0.568
C -0.047 -3.639 3.403
Be 0.806 -0.436 0.120
H -2.788 4.561 -2.879
H -5.721 2.115 2.742
H 0.889 2.456 6.626
H -0.251 -5.680 4.036
H -5.731 3.617 0.761
H -2.018 0.818 -2.140
H 5.637 4.111 0.209
H 5.196 -3.450 -0.708
H 3.744 -4.160 3.821
H 0.790 3.212 -0.781
H 2.548 -3.204 -6.301
H -7.340 -2.228 -0.928
H -1.335 -0.031 2.202
H -1.743 -1.393 3.247
H -4.784 3.198 -3.407
H 0.025 0.187 7.126
H 4.201 -5.166 0.780
H -0.820 -1.402 -2.940
H 4.174 5.875 -0.695
H 2.183 -6.022 4.322
H -4.919 0.840 -3.152
H -3.448 4.147 2.737
H -3.198 -2.897 2.161
H -2.680 1.840 2.696
H 0.304 -3.986 -0.467
H -2.551 -3.768 -1.985
H -6.107 -0.246 2.676
H 1.682 -3.616 -4.034
H -5.424 -1.272 -2.175
H -7.670 -1.730 1.456
H -1.113 -3.519 3.273
H -3.903 -4.093 0.089
H -4.765 5.094 0.761
H 1.784 5.433 -1.179
H -5.120 4.549 3.088
H 2.868 -1.987 3.063
H -4.283 2.881 -1.763
H -0.145 -1.490 5.335
H -4.739 2.476 4.149
H -3.005 -0.595 -2.514
H -3.992 3.556 0.426
H 1.735 0.568 -3.219
H 1.351 1.344 2.516
H -3.503 1.134 -4.145
H 3.745 -1.981 -2.042
H 3.032 -0.891 -7.044
H -1.876 3.128 -2.433
H 2.621 0.999 -5.502
H -2.372 3.372 -4.115
H -3.707 0.551 3.320
H 1.739 -5.409 0.880
H 1.571 3.019 4.314
H -0.470 -3.118 -2.870

Calculated values
orbital gap = 7.337 eV
total charge = 0
E_LUMO = -0.425 eV
maximum force = 0.01764 Eh/bohr
multiplicity = 1
HOMO energy = -7.76 eV

# 4
Entry from OMol25: C54H54N6O2P2Ti as an isolated structure in a non-equilibrium geometry (ωB97M-V/def2-TZVPD).

Positions of all 119 atoms, in Å:
Ti 0.127 0.221 -0.244
P 1.654 1.626 -1.923
P -0.005 1.822 1.854
O -1.507 -1.266 -3.957
O -0.435 -0.416 -2.157
N -0.783 -3.849 0.753
N -1.861 0.840 -3.419
N 0.075 -1.733 0.320
N -2.236 -2.124 0.394
N 1.855 0.360 0.556
N -1.622 2.008 -2.683
C -3.828 -6.699 1.105
C -0.959 -2.538 0.483
C 4.527 3.915 -0.175
C 2.067 -2.577 1.527
C -3.920 1.502 4.225
C 0.764 4.029 3.365
C 4.065 0.006 0.549
C 0.933 2.926 -4.251
C -1.364 -4.944 3.379
C 0.544 3.547 2.075
C -1.829 -4.808 0.893
C 0.787 4.362 0.977
C 3.374 -3.046 1.447
C 2.300 0.497 1.848
C 0.619 3.033 -5.594
C 1.100 0.700 -5.888
C -2.740 -0.838 0.135
C 3.756 3.328 -2.774
C -3.447 2.754 3.870
C 3.414 3.127 -0.401
C 1.302 0.964 2.866
C 1.364 -2.365 0.334
C 1.485 6.124 2.446
C 0.707 1.919 -6.416
C 3.943 -3.371 0.231
C -2.254 2.879 3.180
C -1.209 -0.291 -3.115
C 3.018 2.832 -1.703
C 1.348 1.704 -3.717
C 2.753 0.122 -1.717
C -5.019 -1.956 -0.096
C -2.010 0.482 3.199
C -4.129 -0.745 -0.079
C -1.897 0.279 0.128
C -3.875 1.647 -0.229
C -3.558 -6.131 -0.129
C 1.240 5.313 3.545
C -2.105 -5.362 2.145
C -3.111 -6.319 2.224
C 4.864 4.121 -2.538
C 1.413 0.589 -4.544
C -2.509 1.525 -0.035
C 1.903 -2.806 -0.875
C -4.674 0.515 -0.267
C -2.553 -5.188 -0.233
C 2.945 0.068 -0.236
C 5.251 4.420 -1.242
C 3.191 -3.307 -0.931
C -1.517 1.743 2.866
C -3.204 0.362 3.884
C 1.260 5.650 1.165
C 3.654 0.276 1.882
C -0.899 -2.546 -3.784
C 1.416 -2.381 2.861
H 6.115 5.041 -1.059
H 3.707 0.259 -2.239
H -1.898 3.859 2.895
H 1.167 -0.166 -6.529
H -0.708 -2.738 -2.725
H -1.180 -3.869 3.388
H 0.614 3.973 -0.024
H -2.486 0.840 -4.222
H 1.851 7.127 2.604
H 3.612 -3.649 -1.865
H 1.426 5.678 4.542
H 1.176 -3.356 3.289
H 0.850 0.150 3.440
H 1.463 6.280 0.312
H -1.447 -0.401 2.906
H -5.738 0.623 -0.424
H 0.892 3.797 -3.607
H 2.261 -0.777 -2.104
H 4.830 4.127 0.838
H -4.854 1.417 4.760
H 0.161 -4.163 0.930
H -4.606 -7.436 1.200
H -2.929 -2.835 0.604
H -6.008 -1.682 -0.452
H -1.221 2.725 -3.291
H 1.728 -0.369 -4.154
H -4.641 -2.744 -0.748
H 4.969 -3.695 0.192
H 5.064 -0.202 0.224
H 0.318 3.986 -6.001
H 0.034 -2.591 -4.352
H -4.114 -6.431 -1.004
H -2.502 2.351 -2.295
H 5.431 4.496 -3.376
H -1.937 -5.200 4.267
H -2.313 -4.751 -1.191
H 2.090 -1.881 3.552
H 1.291 -2.762 -1.768
H -1.905 2.436 0.020
H 0.490 -1.812 2.768
H 3.950 -3.162 2.353
H -4.013 3.639 4.121
H -5.140 -2.371 0.906
H 0.556 3.404 4.223
H 1.766 1.664 3.567
H -4.323 2.625 -0.333
H 0.474 1.996 -7.466
H 2.858 2.731 0.440
H -1.605 -3.272 -4.184
H -3.582 -0.616 4.144
H -0.402 -5.457 3.447
H 4.294 0.317 2.739
H 3.482 3.092 -3.792
H -3.324 -6.776 3.179

Calculated values
orbital gap = 6.934 eV
total charge = +2
E_LUMO = -5.573 eV
maximum force = 0.03290 Eh/bohr
multiplicity = 1
HOMO energy = -12.51 eV